1.
Entry from the Open Molecules 2025 dataset: C6H13NO in the gas phase (wB97M-V/def2-TZVPD).

XYZ file:
```
21
Properties=species:S:1:pos:R:3:nbo_charge:R:1
O 0.37 -1.91 -1.04 -0.547
N -2.26 0.29 -0.46 -0.835
C -0.84 0.13 -0.74 -0.155
C -0.05 1.17 0.08 -0.388
C -0.42 -1.29 -0.37 0.607
C 2.32 0.29 0.46 -0.613
C 1.43 1.28 -0.27 -0.399
C -1.09 -1.86 0.85 -0.727
H -0.53 2.14 -0.11 0.205
H -1.19 -1.10 1.62 0.233
H 2.10 -0.73 0.16 0.221
H -2.81 -0.31 -1.06 0.360
H 3.37 0.48 0.23 0.211
H -0.53 -2.71 1.22 0.231
H -2.54 1.25 -0.64 0.363
H -2.09 -2.17 0.57 0.241
H 1.56 1.16 -1.35 0.203
H -0.17 0.95 1.14 0.204
H 1.77 2.29 -0.01 0.202
H 2.19 0.37 1.54 0.196
H -0.58 0.28 -1.81 0.186
```

Energy above the lowest of the compared OMol25 structures with the same formula, charge and spin   0.6998 eV
SMILES   CCC[C@H](N)C(C)=O
Energy   -366.4082 Eh
Kohn-Sham gap   10.40 eV
LUMO   0.9825 eV

=====

2.
Entry from the Open Molecules 2025 dataset: 2 unconnected molecules or ions with the total composition C6H13NO2PS (wB97M-V/def2-TZVPD).

XYZ file:
```
24
Properties=species:S:1:pos:R:3:nbo_charge:R:1
S 0.96 1.75 0.41 -0.427
P 1.48 -0.30 1.21 1.387
O 1.11 -1.11 -0.22 -0.809
O 3.00 -0.33 0.93 -0.800
N -1.63 0.35 -1.09 -0.425
C -2.18 1.10 0.98 -0.486
C 3.42 -0.81 -0.34 -0.088
C -2.02 -0.86 -0.38 -0.226
C -1.96 -0.36 1.05 -0.411
C -1.72 1.44 -0.44 0.310
C 2.15 -1.01 -1.11 -0.111
H 2.13 -1.84 -1.91 0.222
H -1.64 1.60 1.71 0.261
H -2.62 -0.84 1.73 0.254
H 2.00 -0.10 -1.71 0.171
H 4.09 -0.10 -0.66 0.210
H -0.88 -0.73 1.44 0.214
H -1.50 0.27 -2.04 0.425
H 3.94 -1.65 -0.20 0.193
H -3.27 1.35 1.10 0.258
H -3.06 -1.03 -0.72 0.221
H -1.34 -1.57 -0.47 0.238
H -1.62 2.51 -0.79 0.276
H 1.16 2.26 1.54 0.140
```

Total charge   +1
Energy above the lowest of the compared OMol25 structures with the same formula, charge and spin   0.9193 eV
Energy   -1180.9310 Eh
Kohn-Sham gap   8.89 eV
LUMO   -3.8319 eV

=====

3.
Entry from the Open Molecules 2025 dataset: a molecular structure, C6H13NO3 (wB97M-V/def2-TZVPD).

XYZ file:
```
23
Properties=species:S:1:pos:R:3:nbo_charge:R:1
O 3.59 -3.97 2.42 -0.531
O 3.03 -1.06 -1.92 -0.977
O 1.15 -2.96 -1.43 -0.625
N 1.48 -1.21 0.05 -0.726
C 2.93 -3.25 0.19 -0.548
C 1.95 -2.43 -0.64 0.763
C 1.25 -1.23 1.50 -0.208
C 2.37 -1.94 2.24 -0.424
C 3.62 -5.37 2.32 -0.249
C 2.57 -3.34 1.67 0.115
H 4.36 -5.73 3.05 0.198
H 3.31 -1.38 2.15 0.217
H 3.93 -2.79 0.09 0.245
H 0.29 -1.73 1.68 0.182
H 1.63 -3.92 1.78 0.167
H 2.64 -5.81 2.57 0.166
H 1.16 -0.19 1.85 0.210
H 0.67 -0.83 -0.44 0.399
H 2.12 -2.00 3.30 0.228
H 3.91 -5.71 1.32 0.168
H 2.38 -0.39 -1.06 0.511
H 2.51 -1.24 -2.71 0.478
H 3.00 -4.24 -0.28 0.241
```

Energy above the lowest of the compared OMol25 structures with the same formula, charge and spin   3.1473 eV
Energy   -516.8234 Eh
Kohn-Sham gap   10.17 eV
LUMO   0.7170 eV

=====

4.
Entry from the Open Molecules 2025 dataset: 2 unconnected molecules or ions with the total composition C6H13NO3 (wB97M-V/def2-TZVPD).

XYZ file:
```
23
Properties=species:S:1:pos:R:3:nbo_charge:R:1
O 0.22 -0.28 -1.63 -0.734
O 0.37 1.58 -0.28 -0.737
O -2.30 1.09 -1.67 -0.540
N 2.40 -1.35 -0.34 -0.620
C 1.86 -0.31 0.09 0.281
C 2.57 0.55 1.08 -0.672
C -1.03 -1.80 0.37 -0.614
C 0.46 0.17 -0.33 0.441
C -0.56 -0.38 0.70 -0.420
C -2.87 1.48 -0.69 0.304
H -0.12 -0.34 1.70 0.215
H 1.86 1.04 1.75 0.221
H -0.19 -2.49 0.49 0.216
H -2.66 2.45 -0.23 0.124
H -3.67 0.89 -0.21 0.114
H 3.28 -0.05 1.64 0.232
H 0.68 1.93 -1.14 0.484
H 3.12 1.32 0.55 0.232
H 1.86 -1.84 -1.05 0.351
H -1.43 0.30 0.69 0.195
H -1.39 -1.88 -0.65 0.215
H -1.82 -2.09 1.06 0.210
H -0.65 0.03 -1.91 0.503
```

Energy above the lowest of the compared OMol25 structures with the same formula, charge and spin   2.2442 eV
SMILES   [H]/N=C(/C)C(O)(O)CC.C=O
Energy   -516.8566 Eh
Kohn-Sham gap   9.54 eV
LUMO   0.2992 eV

=====

5.
Entry from the Open Molecules 2025 dataset: a molecular structure, C6H13NO3 (wB97M-V/def2-TZVPD).

XYZ file:
```
23
Properties=species:S:1:pos:R:3:nbo_charge:R:1
O 1.92 -1.24 -0.12 -0.933
O 0.21 -1.69 1.79 -0.598
O 0.67 -0.72 -2.12 -0.794
N -0.55 -0.22 -0.12 -0.512
C 0.09 1.12 0.06 -0.238
C -1.64 -0.17 -2.40 -0.650
C -0.54 -0.86 -1.61 0.316
C 0.49 -0.78 1.08 0.820
C 0.88 0.69 1.32 -0.337
C 0.35 1.22 2.65 -0.605
H -0.82 -1.90 -1.36 0.138
H -2.62 -0.28 -1.93 0.199
H 0.54 2.29 2.73 0.217
H 2.03 -2.18 0.04 0.481
H 1.44 -1.07 -1.21 0.498
H 1.95 0.83 1.24 0.250
H -1.50 -0.27 0.26 0.404
H 0.72 1.30 -0.80 0.249
H -1.41 0.88 -2.53 0.214
H -0.63 1.92 0.21 0.208
H 0.83 0.71 3.48 0.231
H -1.68 -0.63 -3.39 0.236
H -0.73 1.06 2.74 0.204
```

Energy above the lowest of the compared OMol25 structures with the same formula, charge and spin   2.7630 eV
Energy   -516.8376 Eh
Kohn-Sham gap   10.05 eV
LUMO   0.6826 eV

=====

6.
Entry from the Open Molecules 2025 dataset: 2 unconnected molecules or ions with the total composition C6H13NO3 (wB97M-V/def2-TZVPD).

XYZ file:
```
23
Properties=species:S:1:pos:R:3:nbo_charge:R:1
O 2.23 -2.05 0.56 -0.694
O 0.90 -0.46 -1.85 -0.608
O -2.49 -0.03 -0.97 -0.491
N 0.27 -0.96 -0.65 -0.183
C 1.45 -0.94 0.62 0.119
C 0.18 2.31 -0.10 -0.600
C -1.42 1.38 1.66 -0.581
C -0.94 1.36 0.23 -0.376
C -1.46 0.41 -0.56 0.719
C -0.25 -2.29 -0.94 -0.443
H -0.67 -2.68 -0.02 0.214
H -1.71 2.39 1.95 0.209
H -2.30 0.76 1.78 0.219
H -1.03 -2.24 -1.70 0.219
H 2.61 -2.10 -0.33 0.481
H -0.62 1.01 2.31 0.188
H 0.36 0.31 -2.10 0.467
H 0.53 2.23 -1.13 0.202
H 0.52 -2.95 -1.35 0.179
H 0.93 -0.91 1.57 0.186
H 2.00 -0.03 0.39 0.170
H 1.04 2.14 0.55 0.188
H -0.13 3.34 0.10 0.217
```

Energy above the lowest of the compared OMol25 structures with the same formula, charge and spin   6.2366 eV
SMILES   CC(C)=C=O.CN(O)CO
Energy   -516.7099 Eh
Kohn-Sham gap   7.52 eV
LUMO   0.4353 eV

=====

7.
Entry from the Open Molecules 2025 dataset: C6H13NO3 in the gas phase (wB97M-V/def2-TZVPD).

XYZ file:
```
23
Properties=species:S:1:pos:R:3:nbo_charge:R:1
O 1.32 1.65 3.47 -0.701
O 2.74 0.68 1.93 -0.769
O 1.55 -0.58 3.42 -0.697
N -0.47 1.57 1.33 -0.655
C 0.10 -0.70 0.70 -0.486
C 0.25 0.56 1.42 0.286
C -0.98 -0.64 -0.44 -0.423
C -1.43 -0.16 -2.94 -0.614
C 1.50 0.56 2.70 0.710
C -0.37 -0.59 -1.82 -0.393
H -0.01 -1.52 1.42 0.259
H 2.65 0.34 1.00 0.485
H -1.10 0.45 -3.75 0.213
H 0.18 -1.47 -1.97 0.195
H 1.48 2.41 2.92 0.491
H -2.04 -0.97 -3.33 0.207
H -1.65 -1.52 -0.32 0.208
H 0.38 0.17 -1.66 0.190
H -1.37 0.42 -0.18 0.246
H 2.15 -0.38 4.15 0.486
H -0.32 2.24 2.08 0.353
H 1.17 -0.96 0.23 0.199
H -2.14 0.46 -2.35 0.208
```

Energy above the lowest of the compared OMol25 structures with the same formula, charge and spin   2.9464 eV
SMILES   [H]/N=C(/CCCC)C(O)(O)O
Energy   -516.8308 Eh
Kohn-Sham gap   9.96 eV
LUMO   0.5925 eV

=====

8.
Entry from the Open Molecules 2025 dataset: a molecular structure, C6H13NO3SSr (wB97M-V/def2-TZVPD).

XYZ file:
```
25
Properties=species:S:1:pos:R:3:nbo_charge:R:1
Sr -0.36 4.51 1.04 1.930
S 0.26 2.11 -0.30 2.366
O -0.75 2.39 0.74 -1.093
O 0.57 3.37 -0.96 -0.992
O 1.55 1.71 0.43 -0.718
N -0.35 -1.74 -0.86 -0.592
C 1.75 -0.63 -0.21 -0.481
C -0.19 0.76 -1.32 -0.753
C -1.98 -0.94 0.91 -0.644
C 0.54 -0.67 -1.15 -0.011
C 1.62 0.29 0.97 -0.066
C -0.88 -1.92 0.49 -0.236
H -0.02 1.15 -2.33 0.303
H -1.09 -1.81 -1.55 0.379
H 2.50 0.33 1.62 0.253
H -2.65 -0.71 0.08 0.208
H -1.59 0.01 1.29 0.178
H 2.64 -0.34 -0.77 0.255
H -2.60 -1.37 1.70 0.254
H -0.04 -1.88 1.18 0.185
H -1.25 -2.95 0.55 0.239
H 0.71 0.17 1.57 0.207
H 1.93 -1.65 0.15 0.285
H 0.94 -0.85 -2.15 0.247
H -1.27 0.67 -1.14 0.297
```

Total charge   +2
Energy   -945.2109 Eh
Kohn-Sham gap   6.81 eV
LUMO   -8.3415 eV